No. 1
{"formula": "C4H12", "method": "ωB97M-V/def2-TZVPD", "symbols": ["C", "C", "H", "H", "H", "H", "H", "H", "C", "C", "H", "H", "H", "H", "H", "H"], "coordinates": [[-1.6664, 1.1918, -1.3881], [-1.6614, 1.3038, 0.1538], [-0.6977, 1.2463, -1.8856], [-2.1300, 0.2425, -1.6704], [-2.3015, 1.9837, -1.8015], [-1.9864, 0.3460, 0.5681], [-2.2527, 2.1583, 0.4598], [-0.6261, 1.3211, 0.4997], [2.1810, -1.3614, 1.1736], [1.1030, -1.1085, 0.0926], [1.9289, -2.2797, 1.6961], [3.1571, -1.3952, 0.7084], [2.2795, -0.5490, 1.9021], [1.5825, -0.6419, -0.7584], [0.2732, -0.4581, 0.3946], [0.8512, -2.1144, -0.2390]], "atomic_forces_ev_per_a": [[-0.8, 0.0, 0.0], [1.0, -0.9, -0.8], [0.0, 0.0, 0.3], [0.1, 0.1, -0.2], [0.2, -0.2, -0.1], [-0.6, 0.4, 0.2], [0.1, -0.1, 0.5], [-0.1, 0.8, 0.2], [-0.5, 0.9, 0.1], [1.0, -0.1, 0.2], [0.4, 0.0, 0.2], [0.2, -0.5, -0.1], [-0.3, -0.1, 0.0], [0.0, 0.3, -0.3], [0.1, -0.8, 0.0], [-0.8, 0.2, -0.2]], "total_energy_ha": -159.5678, "max_force_ev_per_a": 1.6, "homo_lumo_gap_ev": 12.84, "homo_ev": -11.671, "e_above_lowest_ev": 0.467, "smiles": "CC.CC", "multiplicity": 1}

---

No. 2
{"formula": "C23H24N2O4", "method": "ωB97M-V/def2-TZVPD", "symbols": ["C", "C", "C", "C", "C", "C", "C", "O", "C", "C", "C", "N", "C", "O", "C", "C", "C", "C", "O", "C", "C", "C", "C", "C", "C", "O", "N", "C", "C", "H", "H", "H", "H", "H", "H", "H", "H", "H", "H", "H", "H", "H", "H", "H", "H", "H", "H", "H", "H", "H", "H", "H", "H"], "coordinates": [[-5.4909, -0.7947, 1.8563], [-5.4205, -0.7958, 0.3585], [-6.2992, -1.5702, -0.3874], [-6.2700, -1.5643, -1.7699], [-5.3606, -0.7614, -2.4354], [-4.4723, 0.0132, -1.7125], [-4.4889, -0.0075, -0.3232], [-3.6083, 0.8034, 0.3706], [-2.4623, 0.1410, 0.8926], [-1.4086, -0.0906, -0.2001], [-0.8859, 1.2525, -0.7162], [-0.3353, 2.0132, 0.3791], [0.9619, 2.2765, 0.6249], [1.3368, 2.8309, 1.6474], [1.9886, 1.8963, -0.3855], [3.3676, 1.7811, -0.0619], [3.9596, 1.4846, -1.2541], [5.3819, 1.2180, -1.6306], [6.1121, 0.6145, -0.5940], [5.7618, -0.6460, -0.1859], [4.7528, -1.4174, -0.7478], [4.4972, -2.6838, -0.2457], [5.2344, -3.1904, 0.8073], [6.2434, -2.4206, 1.3654], [6.5069, -1.1585, 0.8753], [3.0194, 1.4303, -2.2133], [1.8090, 1.6884, -1.6674], [-1.3172, 2.3163, 1.4007], [-1.8760, 1.0247, 1.9959], [-5.0757, 0.1287, 2.2530], [-4.9291, -1.6331, 2.2707], [-6.5233, -0.8899, 2.1854], [-7.0231, -2.1826, 0.1314], [-6.9636, -2.1766, -2.3266], [-5.3398, -0.7384, -3.5146], [-3.7626, 0.6512, -2.2177], [-2.7605, -0.8306, 1.3150], [-1.8488, -0.6559, -1.0232], [-0.5866, -0.6732, 0.2194], [-0.1332, 1.1145, -1.4897], [-1.7239, 1.8228, -1.1309], [3.8138, 1.9021, 0.9011], [5.8975, 2.1665, -1.8195], [5.4076, 0.6193, -2.5518], [4.1590, -1.0550, -1.5722], [3.7093, -3.2746, -0.6896], [5.0262, -4.1771, 1.1917], [6.8271, -2.8061, 2.1878], [7.2870, -0.5441, 1.2960], [-0.8310, 2.9173, 2.1704], [-2.1321, 2.8861, 0.9454], [-2.6518, 1.2678, 2.7221], [-1.0801, 0.4774, 2.5030]], "atomic_forces_ev_per_a": [[0.1, 0.0, 0.0], [0.2, 0.2, 0.1], [0.1, 0.0, -0.1], [-0.1, -0.1, -0.1], [0.0, 0.0, 0.0], [0.1, 0.1, 0.1], [-0.1, -0.1, -0.1], [-0.4, 0.1, -0.1], [0.6, -0.5, 0.3], [-0.4, 0.3, 0.0], [0.0, -0.5, -0.4], [-0.1, 0.2, 0.1], [-0.4, 0.2, 0.1], [0.3, -0.1, 0.0], [1.0, -0.2, -0.5], [0.2, -0.1, -0.7], [-0.3, 0.3, 1.0], [-0.1, 0.1, -0.4], [0.0, -0.1, 0.2], [0.1, -0.2, 0.2], [0.0, 0.3, -0.2], [0.0, -0.1, 0.1], [-0.1, -0.1, 0.0], [0.0, 0.0, 0.0], [0.0, 0.2, -0.1], [0.7, -0.1, -0.1], [-0.9, 0.2, 0.2], [-0.1, 0.1, 0.5], [-0.2, 0.1, -0.4], [0.0, 0.0, 0.1], [0.0, 0.0, 0.1], [0.0, 0.0, 0.1], [-0.1, 0.0, 0.1], [-0.1, 0.0, 0.0], [0.0, 0.0, -0.1], [0.1, 0.1, 0.0], [0.0, 0.2, -0.1], [0.0, -0.1, 0.0], [0.0, -0.1, 0.0], [-0.3, 0.0, 0.1], [0.1, 0.0, -0.1], [0.1, 0.0, 0.2], [-0.1, -0.2, 0.0], [0.0, 0.1, 0.1], [0.0, 0.1, -0.1], [-0.1, 0.0, 0.0], [0.0, -0.1, 0.0], [0.1, 0.0, 0.1], [0.1, 0.1, 0.1], [-0.1, 0.0, -0.1], [0.1, 0.0, 0.0], [0.0, 0.0, 0.1], [0.0, 0.0, 0.0]], "total_energy_ha": -1301.2759, "max_force_ev_per_a": 1.1, "homo_lumo_gap_ev": 9.53, "homo_ev": -8.838, "e_above_lowest_ev": 3.248, "smiles": "Cc1ccccc1OC1CCN(C(=O)c2cc(COc3ccccc3)on2)CC1", "multiplicity": 1}

---

No. 3
{"formula": "C41H38BrCuN4P2S3", "method": "ωB97M-V/def2-TZVPD", "symbols": ["Cu", "S", "P", "C", "P", "S", "C", "C", "C", "C", "C", "C", "C", "C", "C", "C", "C", "C", "C", "C", "C", "C", "C", "C", "C", "C", "C", "C", "C", "C", "H", "H", "H", "H", "H", "H", "H", "H", "H", "H", "H", "H", "H", "H", "H", "H", "H", "H", "H", "H", "S", "C", "C", "C", "N", "C", "C", "C", "C", "C", "N", "C", "C", "H", "H", "H", "H", "H", "H", "H", "H", "N", "C", "N", "C", "C", "C", "C", "C", "H", "H", "H", "H", "H", "H", "H", "H", "H", "H", "Br"], "coordinates": [[0.0097, -0.4563, -0.1623], [-1.0799, -1.8895, 2.0022], [0.7374, -1.1801, 2.4323], [1.2543, 0.0582, 1.3691], [0.8507, 1.6714, 1.7892], [-1.0107, 2.2669, 2.1956], [1.9598, 2.1821, 3.1673], [3.3300, 1.9541, 3.0450], [4.2001, 2.3451, 4.0475], [3.7069, 2.9645, 5.1912], [2.3459, 3.1855, 5.3194], [1.4755, 2.7991, 4.3089], [1.5471, 2.6898, 0.4335], [1.0979, 3.9902, 0.2298], [1.6433, 4.7686, -0.7785], [2.6477, 4.2532, -1.5898], [3.0976, 2.9570, -1.3892], [2.5466, 2.1751, -0.3834], [1.9285, -2.5582, 2.3202], [1.8236, -3.6432, 3.1866], [2.7035, -4.7053, 3.0874], [3.6893, -4.6987, 2.1042], [3.7877, -3.6268, 1.2332], [2.9135, -2.5521, 1.3442], [0.8826, -0.7238, 4.1947], [-0.2504, -0.3879, 4.9232], [-0.1361, 0.0026, 6.2498], [1.1100, 0.0592, 6.8536], [2.2482, -0.2698, 6.1277], [2.1334, -0.6578, 4.8048], [3.7084, 1.4544, 2.1610], [5.2623, 2.1633, 3.9399], [4.3846, 3.2670, 5.9799], [1.9536, 3.6549, 6.2132], [0.4079, 2.9655, 4.3934], [0.2970, 4.3695, 0.8532], [1.2816, 5.7771, -0.9361], [3.0722, 4.8603, -2.3808], [3.8667, 2.5417, -2.0285], [2.8563, 1.1458, -0.2432], [1.0425, -3.6547, 3.9392], [2.6204, -5.5415, 3.7700], [4.3751, -5.5328, 2.0201], [4.5435, -3.6219, 0.4582], [2.9725, -1.7068, 0.6695], [-1.2158, -0.4273, 4.4340], [-1.0235, 0.2683, 6.8097], [1.1992, 0.3684, 7.8881], [3.2254, -0.2126, 6.5890], [3.0219, -0.9101, 4.2380], [-2.5092, 4.5348, -4.1559], [-1.8047, 3.3409, -3.0360], [-0.5452, 2.8186, -3.2792], [-0.0406, 1.8752, -2.3957], [-0.7097, 1.4621, -1.3282], [-1.9168, 1.9704, -1.0936], [-2.5026, 2.9160, -1.9145], [-3.7238, 3.4911, -4.9307], [-5.0707, 3.8158, -4.8706], [-5.9850, 2.9855, -5.5032], [-5.6523, 1.8806, -6.1589], [-4.3564, 1.5768, -6.2041], [-3.3616, 2.3426, -5.6231], [0.0347, 3.1313, -4.1357], [0.9274, 1.4153, -2.5515], [-2.4118, 1.6146, -0.1994], [-3.4811, 3.3122, -1.6837], [-5.4013, 4.6947, -4.3356], [-7.0422, 3.2220, -5.4659], [-4.0953, 0.6717, -6.7395], [-2.3248, 2.0434, -5.6931], [-1.7675, -1.2738, -1.0532], [-2.0333, -2.1627, -1.7411], [-2.2600, -3.1550, -2.5674], [-1.2309, -3.5456, -3.5298], [-0.9963, -5.0440, -3.4255], [-2.3104, -5.8094, -3.5673], [-3.3327, -5.3379, -2.5351], [-3.5459, -3.8324, -2.6340], [-0.3332, -2.9624, -3.3191], [-1.5857, -3.2843, -4.5367], [-0.5452, -5.2573, -2.4524], [-0.2817, -5.3531, -4.1899], [-2.1396, -6.8822, -3.4620], [-2.7147, -5.6518, -4.5746], [-2.9712, -5.5717, -1.5303], [-4.2880, -5.8510, -2.6699], [-4.1772, -3.4577, -1.8291], [-4.0284, -3.5785, -3.5887], [1.4694, -1.3064, -1.9212]], "atomic_forces_ev_per_a": [[-0.3, 0.0, 0.6], [0.2, 0.2, -0.2], [0.3, 0.0, 0.1], [-0.4, -0.1, -0.1], [0.0, 0.2, 0.1], [0.1, 0.0, 0.0], [0.1, 0.0, -0.1], [0.0, 0.0, 0.0], [0.0, 0.0, 0.1], [0.1, 0.0, 0.0], [0.0, 0.0, 0.1], [-0.1, 0.0, 0.0], [0.0, 0.0, 0.0], [0.0, 0.0, 0.0], [0.0, 0.0, 0.0], [0.0, 0.0, 0.0], [0.0, 0.0, 0.0], [0.0, -0.1, 0.0], [-0.1, 0.0, 0.0], [-0.1, 0.0, 0.1], [0.1, 0.0, 0.0], [0.0, 0.0, 0.0], [0.0, 0.0, 0.0], [0.0, 0.1, 0.0], [-0.1, -0.1, 0.0], [-0.1, 0.0, -0.1], [0.0, 0.0, 0.0], [0.0, 0.0, 0.0], [0.0, 0.0, 0.0], [0.0, 0.0, -0.1], [0.0, 0.0, 0.0], [0.0, 0.0, 0.0], [0.0, 0.0, 0.0], [0.0, 0.0, 0.0], [0.0, 0.0, 0.0], [0.0, 0.0, 0.0], [0.0, 0.0, 0.0], [0.0, 0.0, 0.0], [0.0, 0.0, 0.0], [0.0, 0.0, 0.0], [0.0, 0.0, 0.0], [0.0, 0.0, 0.0], [0.0, 0.0, 0.0], [0.0, 0.0, 0.0], [0.0, 0.0, 0.0], [0.0, 0.0, 0.0], [0.0, 0.0, 0.0], [0.0, 0.0, 0.0], [0.0, 0.0, 0.0], [0.0, 0.0, 0.0], [-0.1, 0.1, 0.0], [0.1, -0.1, 0.0], [0.0, 0.0, 0.0], [0.1, 0.0, 0.0], [0.0, -0.2, 0.1], [0.0, 0.0, 0.1], [-0.1, 0.1, -0.1], [-0.1, 0.0, 0.0], [0.0, 0.1, 0.0], [0.0, 0.1, 0.0], [0.0, 0.0, 0.0], [0.0, 0.0, 0.0], [0.0, 0.0, 0.1], [0.0, 0.0, 0.0], [0.0, 0.0, 0.0], [0.0, 0.0, 0.0], [0.0, 0.0, 0.0], [0.0, 0.0, 0.0], [0.0, 0.0, 0.0], [0.0, 0.0, 0.0], [0.0, 0.0, 0.0], [-0.1, 0.0, -0.3], [0.0, 0.3, 0.1], [0.0, -0.1, 0.0], [0.0, 0.0, -0.1], [0.1, 0.0, 0.0], [0.0, 0.0, 0.0], [0.0, 0.0, 0.0], [0.0, 0.0, 0.0], [0.0, -0.1, 0.0], [0.0, 0.0, 0.0], [0.0, 0.0, 0.0], [0.0, 0.0, 0.0], [0.0, 0.0, 0.0], [0.0, 0.0, 0.0], [0.0, 0.0, 0.0], [0.0, 0.0, 0.0], [0.0, 0.0, 0.0], [0.0, 0.0, 0.0], [0.3, -0.2, -0.3]], "total_energy_ha": -7896.1078, "max_force_ev_per_a": 0.7, "homo_lumo_gap_ev": [6.37, 6.09], "homo_ev": [-4.211, -4.112], "e_above_lowest_ev": 0.435, "multiplicity": 2, "charge": -1}

---

No. 4
{"formula": "C19H42N", "method": "ωB97M-V/def2-TZVPD", "symbols": ["C", "C", "C", "C", "C", "C", "C", "C", "C", "C", "C", "C", "C", "C", "C", "C", "N", "C", "C", "C", "H", "H", "H", "H", "H", "H", "H", "H", "H", "H", "H", "H", "H", "H", "H", "H", "H", "H", "H", "H", "H", "H", "H", "H", "H", "H", "H", "H", "H", "H", "H", "H", "H", "H", "H", "H", "H", "H", "H", "H", "H", "H"], "coordinates": [[4.8758, -0.3432, 2.6509], [3.5816, -1.0640, 2.2927], [3.0298, -1.8511, 3.4798], [1.6779, -2.5081, 3.1989], [1.7606, -3.6426, 2.1787], [0.4517, -4.4212, 2.0386], [-0.6824, -3.5871, 1.4450], [-1.9130, -4.4399, 1.1466], [-3.1396, -3.6385, 0.7054], [-2.9542, -2.8790, -0.6155], [-2.5713, -1.4128, -0.4181], [-2.3174, -0.7079, -1.7487], [-1.9221, 0.7546, -1.5490], [-1.6407, 1.4441, -2.8829], [-1.4249, 2.9589, -2.7658], [-0.1409, 3.2587, -1.9961], [0.2547, 4.6988, -1.9034], [0.5600, 5.2495, -3.2361], [-0.8150, 5.4961, -1.2770], [1.4672, 4.7869, -1.0664], [5.2639, 0.2058, 1.7952], [4.7111, 0.3591, 3.4655], [5.6307, -1.0584, 2.9675], [3.7703, -1.7409, 1.4581], [2.8346, -0.3333, 1.9683], [3.7514, -2.6183, 3.7674], [2.9190, -1.1702, 4.3276], [0.9791, -1.7448, 2.8492], [1.2860, -2.9116, 4.1353], [2.0401, -3.2435, 1.2013], [2.5460, -4.3345, 2.4908], [0.1492, -4.8013, 3.0166], [0.6275, -5.2835, 1.3909], [-0.3263, -3.1217, 0.5235], [-0.9603, -2.7967, 2.1449], [-2.1765, -4.9984, 2.0479], [-1.6654, -5.1694, 0.3720], [-3.4138, -2.9338, 1.4935], [-3.9685, -4.3403, 0.5967], [-2.1899, -3.3773, -1.2149], [-3.8844, -2.9120, -1.1865], [-1.6758, -1.3440, 0.2004], [-3.3790, -0.9021, 0.1118], [-3.2171, -0.7604, -2.3646], [-1.5194, -1.2260, -2.2850], [-2.7326, 1.2748, -1.0334], [-1.0381, 0.7868, -0.9080], [-2.4941, 1.2803, -3.5420], [-0.7713, 0.9843, -3.3565], [-2.2901, 3.3869, -2.2591], [-1.3735, 3.3680, -3.7750], [-0.2498, 2.8867, -0.9761], [0.6847, 2.7211, -2.4680], [0.9195, 6.2728, -3.1423], [-0.3296, 5.2546, -3.8611], [1.3287, 4.6521, -3.7229], [-1.0905, 5.0653, -0.3161], [-0.4732, 6.5173, -1.1173], [-1.6938, 5.5233, -1.9167], [2.2723, 4.1990, -1.5036], [1.2648, 4.4102, -0.0653], [1.7963, 5.8217, -0.9875]], "atomic_forces_ev_per_a": [[-0.2, -0.1, -0.2], [0.2, -0.1, 0.3], [-0.3, 0.1, -0.2], [0.3, -0.1, 0.0], [-0.3, 0.0, 0.2], [0.1, 0.3, -0.2], [0.0, -0.5, 0.1], [-0.1, 0.4, 0.1], [0.1, -0.3, -0.2], [-0.1, 0.2, 0.3], [0.0, -0.2, -0.4], [0.1, 0.2, 0.5], [0.0, -0.2, -0.4], [-0.1, 0.2, 0.3], [0.1, 0.0, -0.1], [-0.5, -0.9, -0.2], [0.1, 0.0, 0.1], [0.1, 0.3, -0.9], [-0.7, 0.5, 0.4], [0.8, 0.1, 0.5], [0.1, 0.1, 0.0], [0.0, 0.1, 0.1], [0.1, 0.0, 0.0], [-0.1, 0.0, -0.1], [-0.1, 0.0, -0.1], [0.1, 0.0, 0.1], [0.1, 0.0, 0.1], [-0.1, 0.0, 0.1], [-0.1, 0.0, 0.0], [0.1, 0.0, -0.1], [0.1, 0.0, 0.0], [0.0, -0.1, 0.0], [0.0, -0.1, 0.0], [0.0, 0.2, -0.1], [0.0, 0.1, 0.0], [0.0, -0.1, 0.0], [0.0, -0.1, 0.0], [-0.1, 0.0, 0.1], [-0.1, 0.0, 0.1], [0.0, -0.1, -0.1], [0.0, 0.0, -0.1], [0.0, 0.0, 0.1], [0.0, 0.0, 0.1], [0.0, 0.0, -0.1], [0.0, -0.1, -0.1], [0.0, 0.1, 0.1], [0.0, 0.0, 0.1], [0.0, 0.0, -0.1], [0.0, 0.0, -0.1], [0.0, 0.1, 0.0], [0.0, 0.1, 0.0], [0.1, 0.2, 0.0], [0.1, 0.2, 0.1], [0.0, 0.0, 0.2], [0.0, -0.1, 0.1], [0.0, -0.1, 0.1], [0.1, -0.1, 0.0], [0.1, -0.1, -0.1], [0.1, -0.1, -0.1], [-0.1, 0.0, -0.1], [-0.1, 0.0, -0.1], [-0.1, 0.0, -0.1]], "total_energy_ha": -803.6713, "max_force_ev_per_a": 1.0, "homo_lumo_gap_ev": 9.63, "homo_ev": -12.263, "e_above_lowest_ev": 0.103, "smiles": "CCCCCCCCCCCCCCCC[N+](C)(C)C", "multiplicity": 1, "charge": 1}